Entry 1:
The ion C5H9N4O4 with charge -1, computed with the ωB97M-V functional and the def2-TZVPD basis.

Geometry as XYZ:
```
22
Properties=species:S:1:pos:R:3:forces:R:3
C 0.647 -0.383 -1.109 -0.1 -1.6 -1.8
C 0.213 -0.071 0.301 -0.5 0.9 0.6
C -0.669 2.336 2.276 2.1 -0.6 1.0
C -1.412 1.114 1.733 -0.9 2.1 -0.3
C 2.337 -0.993 -2.661 3.7 3.4 0.6
N 1.471 -1.755 -3.358 -2.2 -0.4 -2.1
N 1.893 -0.459 -1.347 -1.0 0.5 0.8
N 3.534 -1.820 -2.390 0.0 0.8 -0.2
N 0.706 -1.081 -4.198 -1.7 1.1 -0.7
O 0.704 0.207 -4.335 0.9 -1.8 0.7
O 0.784 -0.499 1.271 -0.6 0.3 -0.3
O -0.150 -1.711 -4.872 1.0 -0.1 0.6
O -0.901 0.786 0.381 0.0 -1.1 1.1
H -0.068 -0.812 -1.920 0.6 1.1 1.6
H 0.473 2.092 2.342 -2.0 0.4 0.1
H -0.744 3.291 1.751 -0.3 -0.4 -0.4
H -1.076 2.513 3.299 0.5 -0.1 -0.5
H -2.516 1.492 1.707 1.7 -1.2 -0.9
H -1.388 0.361 2.536 0.4 -0.4 -1.0
H 2.759 0.029 -3.170 -1.2 -2.3 0.7
H 4.094 -1.340 -1.684 -0.3 -0.3 -0.1
H 3.219 -2.705 -2.032 -0.1 -0.3 0.2
```
Positions in Å, forces in eV/Å.

For the maximum force, the calculation gives 0.0989 Eh/bohr. The charge is -1. As for the HOMO energy: -4.84 eV. The LUMO energy comes out at 3.01 eV.

Formally, the Mulliken partial charges of the atoms, in units of the elementary charge, are as follows: C -0.120; C 0.500; C -0.988; C -0.190; C 0.178; N -0.759; N -0.381; N -0.669; N 1.049; O -0.647; O -0.530; O -0.739; O -0.313; H 0.271; H 0.258; H 0.283; H 0.325; H 0.257; H 0.301; H 0.376; H 0.287; H 0.252

=====

Entry 2:
The molecule C4H3N3, computed with the ωB97M-V functional and the def2-TZVPD basis.

Geometry as XYZ:
```
10
Properties=species:S:1:pos:R:3:forces:R:3
C -1.113 -1.743 -1.507 0.1 0.4 0.4
C -0.738 -0.907 -0.725 -0.1 -0.4 -0.4
C -0.049 0.050 0.069 0.2 0.1 0.0
C 1.265 0.439 -0.041 0.0 0.0 0.0
N 1.532 1.366 0.912 -0.2 0.0 0.0
N 0.458 1.574 1.607 0.0 -0.1 -0.1
N -0.504 0.791 1.113 -0.1 -0.1 0.0
H -1.406 -2.487 -2.215 -0.1 0.1 0.2
H 1.997 0.088 -0.753 0.0 0.1 0.1
H -1.420 0.822 1.536 0.1 -0.1 -0.1
```
Positions in Å, forces in eV/Å.

For the maximum force, the calculation gives 0.0104 Eh/bohr. The charge is 0. As for the HOMO energy: -9.50 eV. The LUMO energy comes out at 0.80 eV.

Formally, the Mulliken partial charges of the atoms, in units of the elementary charge, are as follows: C 0.015; C -0.398; C 0.263; C -0.353; N -0.271; N -0.578; N 0.230; H 0.417; H 0.431; H 0.244

=====

Entry 3:
A cluster of 10 separate species, C30H52O30S3 in total, computed with the ωB97M-V functional and the def2-TZVPD basis.

Geometry as XYZ:
```
115
Properties=species:S:1:pos:R:3:forces:R:3
O 0.106 0.647 -2.466 0.0 1.2 2.3
S -0.089 1.102 -1.077 0.6 -3.1 -2.0
O -1.049 2.060 -0.748 -2.1 2.2 0.2
O -0.559 -0.252 -0.258 3.5 2.6 2.1
C -1.740 -0.851 -0.673 -0.8 1.1 -3.2
C -2.252 -1.847 0.324 -1.7 8.6 1.7
C 1.434 1.641 -0.395 1.9 -0.9 -1.7
H -1.329 -1.303 -1.568 -1.2 -1.0 -0.6
H -2.391 0.003 -1.058 -0.1 -1.4 0.8
H -2.950 -2.388 -0.076 -4.3 -3.0 -2.3
H -2.620 -1.263 1.245 0.5 -1.2 -1.1
H -1.498 -2.382 0.522 5.7 -4.3 2.2
H 1.582 1.871 0.596 -1.0 -0.4 2.9
H 1.878 2.609 -0.674 -1.2 -0.1 -1.4
H 2.163 0.886 -0.659 0.2 -0.3 -0.1
O 2.563 7.430 0.177 -1.6 1.4 0.5
S 3.922 7.088 0.195 0.3 -5.9 0.0
O 4.354 6.045 1.148 -0.5 2.0 -1.0
O 4.202 6.474 -1.283 2.8 2.5 1.0
C 3.918 5.126 -1.477 -1.1 -2.8 -0.4
C 4.083 4.709 -2.956 -0.8 -1.7 2.8
C 4.986 8.373 0.262 -2.2 2.5 4.8
H 2.911 5.169 -1.193 -2.0 -1.3 0.2
H 4.387 4.239 -0.832 -0.2 2.6 -0.9
H 3.597 5.194 -3.742 -0.6 1.6 -0.8
H 3.638 3.695 -2.995 0.6 0.2 0.1
H 5.119 4.631 -3.033 1.7 -0.2 -1.1
H 4.740 9.185 -0.312 -1.5 2.0 -1.4
H 5.862 8.154 -0.103 5.0 -1.9 -1.4
H 5.038 8.743 1.378 0.0 -1.0 -2.2
O -0.515 -7.939 -2.116 -10.0 -2.7 -0.2
S 0.806 -7.834 -2.073 7.9 4.7 0.1
O 1.593 -7.989 -3.234 1.0 -1.5 -0.9
O 0.982 -6.254 -1.714 0.9 -0.6 0.9
C 0.404 -5.326 -2.640 -0.7 2.5 1.4
C 0.759 -3.836 -2.051 7.6 -7.8 -0.4
C 1.489 -8.544 -0.633 -2.4 -2.4 -0.3
H -0.741 -5.229 -2.435 1.7 -1.2 -1.3
H 0.797 -5.551 -3.705 -1.0 0.6 1.7
H 1.945 -3.648 -1.945 -2.5 -1.0 0.5
H 0.262 -3.588 -1.265 -3.0 1.4 4.9
H 0.661 -3.294 -2.797 -2.0 5.6 -6.8
H 1.404 -9.675 -0.705 -0.3 1.3 -0.1
H 0.880 -8.189 0.186 0.1 0.1 0.3
H 2.493 -8.386 -0.546 2.6 1.0 0.3
C 2.407 0.951 -4.978 1.2 6.2 -4.1
C 2.371 0.858 -6.495 8.7 -0.6 5.1
O 3.666 1.519 -6.851 -2.0 -0.5 -1.5
C 4.358 1.900 -5.794 2.2 2.2 1.4
O 5.447 2.516 -5.849 -3.9 -2.5 0.4
O 3.647 1.616 -4.634 1.5 0.1 -1.7
H 2.372 0.202 -4.415 -0.5 -6.9 4.0
H 1.693 1.626 -4.649 -1.8 1.2 0.6
H 1.551 0.900 -6.930 -7.9 4.6 -4.0
H 2.311 -0.070 -6.926 2.4 -3.9 -0.1
C 5.376 -2.859 1.775 3.1 5.7 -5.4
C 5.161 -3.624 0.394 3.3 0.0 3.1
O 3.971 -3.275 -0.028 -5.0 2.6 -0.7
C 3.422 -2.237 0.701 -1.2 0.9 -0.7
O 2.350 -1.706 0.420 3.5 -1.4 1.3
O 4.328 -1.896 1.711 -1.7 -0.4 -0.5
H 6.408 -2.253 1.938 -2.1 -0.9 -1.2
H 5.469 -3.393 2.587 -1.1 -3.4 4.2
H 5.089 -4.539 0.866 0.3 -3.0 -0.4
H 5.836 -3.551 -0.434 1.1 0.1 0.1
C -1.675 2.999 2.403 -3.8 1.9 -2.2
C -1.167 1.538 2.563 0.4 2.8 -1.5
O -0.596 1.557 3.829 0.0 -0.5 0.4
C -0.629 2.789 4.301 1.8 0.7 5.5
O -0.227 3.031 5.452 -0.7 -0.2 -2.8
O -1.171 3.685 3.516 1.6 0.5 -0.1
H -2.779 3.193 2.654 0.8 -1.4 -0.9
H -1.598 3.621 1.384 0.8 -1.8 2.3
H -0.407 1.386 1.833 0.5 -0.6 -0.5
H -1.959 0.871 2.470 -1.2 -1.4 0.0
C -4.263 -1.722 5.087 -2.2 -0.1 0.1
C -3.247 -1.009 5.984 2.3 -5.1 0.9
O -2.076 -1.321 5.147 2.4 1.7 0.5
C -2.256 -2.264 4.061 1.2 5.8 6.6
O -1.493 -2.689 3.357 5.6 -2.2 -4.0
O -3.435 -2.482 4.120 -11.0 -1.9 -0.3
H -4.970 -0.877 4.554 1.7 -2.6 0.9
H -4.852 -2.575 5.652 0.8 2.1 -1.3
H -3.033 -1.630 7.039 -0.8 1.5 -2.7
H -3.386 0.001 6.300 0.1 0.8 -0.7
C -6.119 -3.275 1.504 -3.0 -1.7 1.9
C -6.432 -4.742 1.324 2.7 -3.7 0.1
O -7.577 -4.942 0.485 0.7 0.9 0.6
C -7.594 -3.848 -0.224 -2.4 2.0 -3.8
O -8.258 -3.671 -1.248 1.9 -0.2 2.9
O -6.792 -2.864 0.310 0.3 1.5 -0.2
H -5.149 -2.906 1.822 0.7 -0.2 -1.6
H -6.633 -3.098 2.506 -0.5 1.0 -1.5
H -6.733 -5.269 2.212 0.6 -0.1 0.6
H -5.605 -5.313 0.772 -0.8 0.7 1.0
C 1.879 5.968 3.598 2.5 -3.1 -0.6
C 2.683 4.544 3.603 3.1 1.4 0.7
O 2.026 3.833 2.498 3.1 0.4 3.2
C 1.356 4.745 1.846 -2.9 -2.7 -3.4
O 0.846 4.391 0.806 0.2 0.9 -0.3
O 1.046 5.820 2.473 0.3 2.3 0.7
H 2.539 6.821 3.565 -0.2 0.3 -0.1
H 1.346 5.761 4.454 -1.7 1.0 2.0
H 2.640 4.094 4.606 -1.2 -0.5 -0.7
H 3.929 4.634 3.616 -3.3 -0.1 -1.4
C -5.179 0.903 -2.364 -0.4 -4.3 0.5
C -6.141 -0.297 -2.040 4.4 2.5 -11.1
O -5.552 -1.342 -2.868 -3.6 -0.5 0.5
C -4.426 -0.939 -3.376 4.4 -6.1 1.0
O -3.502 -1.749 -3.605 -2.4 1.8 -0.9
O -4.231 0.290 -3.238 1.5 4.9 0.4
H -4.898 1.023 -1.355 1.7 1.9 0.5
H -5.640 1.569 -2.972 -1.3 2.8 -0.8
H -7.026 0.081 -2.217 -5.1 0.6 -1.7
H -6.070 -0.567 -1.194 1.0 -3.7 11.4
```
Positions in Å, forces in eV/Å.

For the maximum force, the calculation gives 0.2366 Eh/bohr. The charge is 0. As for the HOMO energy: -10.05 eV. The LUMO energy comes out at -0.06 eV.

These are the Mulliken partial charges, in e, on atoms 1 to 99: O -0.593; S 1.421; O -0.552; O 0.059; C -0.439; C -1.972; C -1.164; H 0.466; H 0.186; H 0.951; H -0.088; H 0.755; H 0.476; H 0.224; H 0.348; O -0.613; S 1.376; O -0.638; O -0.423; C -0.068; C -1.208; C -1.201; H 0.311; H 0.215; H 0.477; H 0.153; H 0.412; H 0.452; H 0.458; H 0.289; O -0.556; S 1.112; O -0.635; O -0.186; C -0.297; C -1.371; C -0.904; H 0.186; H 0.346; H 0.176; H 0.303; H 0.840; H 0.349; H 0.301; H 0.358; C -0.604; C -0.772; O -0.339; C 0.672; O -0.597; O -0.319; H 0.663; H 0.203; H 0.676; H 0.413; C -0.444; C -0.301; O -0.277; C 0.395; O -0.200; O -0.344; H 0.219; H 0.330; H 0.244; H 0.363; C -0.257; C 0.824; O -0.364; C 0.664; O -0.695; O -0.335; H 0.260; H 0.215; H -0.479; H 0.050; C -0.244; C -0.260; O -0.414; C 0.686; O -0.433; O -0.274; H 0.225; H 0.286; H 0.184; H 0.290; C 0.075; C -0.488; O -0.307; C 0.597; O -0.570; O -0.207; H 0.172; H 0.118; H 0.326; H 0.268; C -0.425; C -0.426; O -0.174; C 0.693

=====

Computed ΔE to the lowest compared entry with this formula, charge and spin (kcal/mol) in order:
4.3, 56.9, 117.7